Below is a structure of composition C26H62BaN4O14Sr2, with properties calculated with ωB97M-V/def2-TZVPD.

The expectation value of S² is 0.750. Its net charge is +3. The spin multiplicity is 2. For the HOMO energy (spin up / spin down), the calculation gives -12.5 / -12.5 eV.

Structure (XYZ):
```
109
C26H62BaN4O14Sr2 (ωB97M-V/def2-TZVPD)
Sr -1.462 -4.640 0.672
Sr 4.914 -2.808 2.977
Ba 0.698 -3.497 4.169
O 1.584 -1.602 0.067
C 1.545 -2.439 1.139
O 2.316 -2.367 2.074
O 0.525 -3.194 1.337
H 2.258 -0.986 0.366
O 5.904 0.223 -0.455
C 5.249 -0.826 -0.065
O 4.884 -0.966 1.111
O 4.926 -1.745 -0.856
H 5.640 0.632 0.372
C -0.066 -0.119 3.386
O -0.328 -0.993 4.473
C -1.451 -0.645 5.316
C -1.518 -1.633 6.471
N -1.430 -3.087 6.124
C -1.318 -3.994 7.222
C -1.958 -5.449 6.967
O -3.125 -5.438 6.308
C -4.153 -4.665 6.937
H 0.990 -0.050 3.124
H -0.174 0.889 3.787
H -0.758 -0.133 2.543
H -2.425 -0.645 4.827
H -1.255 0.338 5.744
H -2.511 -1.565 6.916
H -0.800 -1.273 7.208
H -2.179 -3.247 5.465
H -1.665 -3.498 8.128
H -0.292 -4.258 7.478
H -2.136 -6.024 7.875
H -1.126 -6.003 6.532
H -4.528 -5.076 7.875
H -4.949 -4.620 6.194
H -3.922 -3.610 7.083
C -1.521 1.760 -2.702
O -1.767 0.480 -2.050
C -0.983 0.240 -0.758
C -1.553 -1.082 -0.066
N -1.534 -2.357 -0.784
C -2.567 -2.574 -1.890
C -3.888 -3.077 -1.313
O -3.544 -4.521 -1.056
C -4.567 -5.455 -1.116
H -1.473 2.554 -1.957
H -2.333 2.015 -3.383
H -0.581 1.749 -3.255
H -1.104 1.094 -0.091
H 0.089 0.327 -0.933
H -2.544 -0.842 0.320
H -0.914 -1.294 0.791
H -0.615 -2.269 -1.195
H -2.139 -3.391 -2.471
H -2.827 -1.632 -2.374
H -4.751 -2.913 -1.959
H -4.090 -2.484 -0.421
H -4.702 -5.763 -2.152
H -5.503 -4.898 -1.052
H -4.534 -6.324 -0.459
C 2.644 -0.493 -3.012
O 3.043 -0.614 -4.357
C 3.434 0.552 -4.991
C 3.934 0.223 -6.412
N 5.392 0.154 -6.722
C 5.977 1.473 -6.603
C 5.402 2.546 -7.664
O 4.340 3.265 -6.973
C 4.204 4.689 -7.315
H 3.249 -0.006 -2.247
H 2.174 -1.431 -2.717
H 1.676 0.008 -3.020
H 4.156 1.014 -4.318
H 2.465 1.039 -5.097
H 3.442 0.953 -7.054
H 3.462 -0.704 -6.735
H 5.698 -0.296 -5.871
H 7.024 1.381 -6.895
H 5.967 1.797 -5.563
H 4.937 2.196 -8.586
H 6.299 3.065 -8.001
H 5.210 5.102 -7.386
H 3.567 5.139 -6.553
H 3.650 4.711 -8.253
C 2.494 1.906 1.723
O 1.094 2.041 1.923
C 0.647 3.201 1.215
C -0.738 3.477 1.650
N -1.547 4.032 0.535
C -2.971 3.711 0.813
C -3.955 4.440 -0.144
O -3.820 5.796 -0.124
C -4.985 6.431 -0.713
H 2.954 2.263 0.802
H 2.775 0.863 1.874
H 2.955 2.398 2.579
H 0.833 3.058 0.150
H 1.297 3.987 1.600
H -0.733 4.049 2.578
H -1.283 2.581 1.946
H -1.435 5.032 0.452
H -3.279 4.002 1.817
H -2.965 2.622 0.766
H -4.943 4.016 0.037
H -3.844 4.153 -1.190
H -5.798 6.136 -0.050
H -5.168 6.191 -1.761
H -4.892 7.516 -0.696
```